This record from OMol25 describes a cluster of 13 separate species, C44H81N5O27 in total in a non-equilibrium geometry. The level of theory is the ωB97M-V functional and the def2-TZVPD basis.

Last columns: bonded neighbours and bond lengths (Å).
Atoms and positions in Å:
1 C -2.57245 3.63788 -2.44823  O2 1.444, H3 1.090, H4 1.090, H5 1.090
2 O -2.54211 3.09050 -1.11194  C1 1.444, H6 0.960
3 H -2.86224 4.68805 -2.41233  C1 1.090
4 H -1.57002 3.53689 -2.86420  C1 1.090
5 H -3.19824 3.00677 -3.07925  C1 1.090
6 H -2.16797 2.20658 -1.12935  O2 0.960
7 C 0.54813 -1.64177 -6.24878  C8 1.553, H14 1.090, H15 1.090, H16 1.090
8 C -0.91782 -1.37318 -5.81322  C7 1.553, C9 1.549, O13 1.446, H17 1.090
9 C -1.20689 -1.28953 -4.29335  C8 1.549, O10 1.418, H18 1.090, H19 1.090
10 O -1.78335 -0.01193 -4.07907  C9 1.418, C11 1.360
11 C -1.81847 0.65638 -5.26310  O10 1.360, O12 1.230, O13 1.359
12 O -2.21029 1.80174 -5.47993  C11 1.230
13 O -1.09102 0.00666 -6.20965  C8 1.446, C11 1.359
14 H 0.55034 -1.47826 -7.32644  C7 1.090
15 H 0.90311 -2.65640 -6.06822  C7 1.090
16 H 1.28685 -1.05069 -5.70747  C7 1.090
17 H -1.66471 -2.00573 -6.29296  C8 1.090
18 H -0.36132 -1.42483 -3.61895  C9 1.090
19 H -1.97398 -2.03067 -4.06887  C9 1.090
20 C -6.16170 0.40511 2.63320  C21 1.554, H27 1.090, H28 1.090, H29 1.090
21 C -5.47474 1.07487 1.41013  C20 1.554, C22 1.512, O26 1.419, H30 1.090
22 C -4.35873 0.25574 0.80126  C21 1.512, O23 1.392, H31 1.090, H32 1.090
23 O -4.67580 0.41181 -0.54522  C22 1.392, C24 1.389
24 C -5.90745 1.01462 -0.76606  O23 1.389, O25 1.198, O26 1.314
25 O -6.36012 1.23168 -1.85414  C24 1.198
26 O -6.44846 1.28830 0.39990  C21 1.419, C24 1.314
27 H -6.86114 -0.36001 2.29636  C20 1.090
28 H -6.83153 1.14903 3.06450  C20 1.090
29 H -5.49161 0.05925 3.42026  C20 1.090
30 H -5.06605 2.05957 1.63693  C21 1.090
31 H -4.27541 -0.77980 1.13115  C22 1.090
32 H -3.37969 0.67451 1.03411  C22 1.090
33 C 1.39017 2.04216 -4.52825  C34 1.518, H40 1.090, H41 1.090, H42 1.090
34 C 2.64415 2.30244 -5.34370  C33 1.518, C35 1.507, O39 1.369, H43 1.090
35 C 2.59961 1.67602 -6.71381  C34 1.507, O36 1.445, H44 1.090, H45 1.090
36 O 2.70009 2.80212 -7.61295  C35 1.445, C37 1.315
37 C 2.83615 3.93692 -6.96172  O36 1.315, O38 1.234, O39 1.364
38 O 2.95949 5.06751 -7.44041  C37 1.234
39 O 2.81591 3.62930 -5.63318  C34 1.369, C37 1.364
40 H 0.45189 2.42816 -4.92667  C33 1.090
41 H 1.51699 2.50901 -3.55149  C33 1.090
42 H 1.25451 1.03566 -4.13246  C33 1.090
43 H 3.54617 1.97511 -4.82667  C34 1.090
44 H 1.65428 1.13497 -6.75518  C35 1.090
45 H 3.48421 1.09935 -6.98405  C35 1.090
46 C 0.24221 0.11819 4.94340  C47 1.544, H53 1.090, H54 1.090, H55 1.090
47 C -0.37815 1.23354 5.81174  C46 1.544, C48 1.538, O52 1.416, H56 1.090
48 C -1.16345 0.61274 6.97972  C47 1.538, O49 1.453, H57 1.090, H58 1.090
49 O -0.73362 1.42917 8.10267  C48 1.453, C50 1.334
50 C 0.38348 2.08683 7.78773  O49 1.334, O51 1.233, O52 1.384
51 O 0.98953 2.91705 8.46915  C50 1.233
52 O 0.70465 1.87819 6.45751  C47 1.416, C50 1.384
53 H 0.73986 -0.63292 5.55683  C46 1.090
54 H 0.94191 0.52422 4.21288  C46 1.090
55 H -0.57177 -0.44120 4.48230  C46 1.090
56 H -0.99057 1.92880 5.23759  C47 1.090
57 H -0.85378 -0.38525 7.28992  C48 1.090
58 H -2.24336 0.60011 6.83229  C48 1.090
59 C 2.07980 4.67399 0.52478  C60 1.473, H66 1.090, H67 1.090, H68 1.090
60 C 1.03974 4.42682 -0.48837  C59 1.473, C61 1.530, O65 1.415, H69 1.090
61 C 0.11182 5.64061 -0.57704  C60 1.530, O62 1.393, H70 1.090, H71 1.090
62 O 0.03303 5.80214 -1.95802  C61 1.393, C63 1.341
63 C 0.96540 5.09824 -2.61681  O62 1.341, O64 1.232, O65 1.276
64 O 1.17540 5.13553 -3.83001  C63 1.232
65 O 1.63273 4.41252 -1.77298  C60 1.415, C63 1.276
66 H 2.66183 3.75259 0.50555  C59 1.090
67 H 1.60852 4.69568 1.50739  C59 1.090
68 H 2.63351 5.60481 0.40192  C59 1.090
69 H 0.50130 3.49137 -0.33633  C60 1.090
70 H 0.47786 6.56373 -0.12763  C61 1.090
71 H -0.84274 5.35543 -0.13478  C61 1.090
72 C 2.84509 -5.16756 -3.70964  C73 1.523, H79 1.090, H80 1.090, H81 1.090
73 C 1.86693 -4.41264 -2.81950  C72 1.523, C74 1.512, O78 1.420, H82 1.090
74 C 2.26931 -4.15293 -1.38543  C73 1.512, O75 1.415, H83 1.090, H84 1.090
75 O 2.35788 -2.74332 -1.29847  C74 1.415, C76 1.384
76 C 2.13588 -2.23787 -2.56733  O75 1.384, O77 1.243, O78 1.320
77 O 2.10416 -1.01044 -2.75771  C76 1.243
78 O 1.76273 -3.14454 -3.45065  C73 1.420, C76 1.320
79 H 3.79205 -4.63734 -3.60844  C72 1.090
80 H 2.64438 -5.16675 -4.78100  C72 1.090
81 H 3.01760 -6.20657 -3.42893  C72 1.090
82 H 0.88110 -4.87706 -2.84339  C73 1.090
83 H 3.23527 -4.61828 -1.18936  C74 1.090
84 H 1.49976 -4.66250 -0.80557  C74 1.090
85 C 2.20486 -3.80792 2.55483  C86 1.502, H92 1.090, H93 1.090, H94 1.090
86 C 3.62317 -3.68920 3.03533  C85 1.502, C87 1.510, O91 1.375, H95 1.090
87 C 3.84958 -2.31958 3.62969  C86 1.510, O88 1.393, H96 1.090, H97 1.090
88 O 4.61583 -2.60556 4.75705  C87 1.393, C89 1.324
89 C 4.43937 -3.88592 5.04336  O88 1.324, O90 1.212, O91 1.273
90 O 4.92057 -4.42371 6.01673  C89 1.212
91 O 3.75798 -4.48310 4.14973  C86 1.375, C89 1.273
92 H 1.88617 -4.80702 2.25762  C85 1.090
93 H 2.03017 -3.11861 1.72874  C85 1.090
94 H 1.45012 -3.59261 3.31120  C85 1.090
95 H 4.40198 -3.95792 2.32164  C86 1.090
96 H 2.94800 -1.74222 3.83438  C87 1.090
97 H 4.42253 -1.69210 2.94697  C87 1.090
98 C -3.70340 -2.05175 5.15724  O99 1.244, N100 1.359, H103 1.101
99 O -3.62284 -0.83791 4.89593  C98 1.244
100 N -3.09459 -3.08081 4.51162  C98 1.359, C101 1.438, C102 1.472
101 C -3.22445 -4.47471 4.83861  N100 1.438, H104 1.090, H105 1.090, H106 1.090
102 C -2.12371 -2.79346 3.44318  N100 1.472, H107 1.090, H108 1.090, H109 1.090
103 H -4.25432 -2.53588 5.97841  C98 1.101
104 H -2.30779 -5.02052 5.06205  C101 1.090
105 H -3.52387 -4.95972 3.90952  C101 1.090
106 H -4.03101 -4.57697 5.56462  C101 1.090
107 H -2.11387 -1.70906 3.33330  C102 1.090
108 H -1.16916 -3.22257 3.74783  C102 1.090
109 H -2.39449 -3.23241 2.48292  C102 1.090
110 C -0.33138 0.20742 -0.91415  O111 1.245, N112 1.344, H115 1.101
111 O -1.57500 0.22698 -0.95836  C110 1.245
112 N 0.35373 0.11776 0.23861  C110 1.344, C113 1.436, C114 1.468
113 C -0.34111 -0.02089 1.48765  N112 1.436, H116 1.090, H117 1.090, H118 1.090
114 C 1.80208 0.35580 0.20692  N112 1.468, H119 1.090, H120 1.090, H121 1.090
115 H 0.30672 0.25442 -1.81016  C110 1.101
116 H -0.04283 -0.90259 2.05487  C113 1.090
117 H -1.42497 0.06526 1.41071  C113 1.090
118 H 0.08215 0.77191 2.10443  C113 1.090
119 H 2.31723 0.58495 -0.72593  C114 1.090
120 H 2.03943 1.18265 0.87630  C114 1.090
121 H 2.35648 -0.42207 0.73195  C114 1.090
122 C -1.01662 3.30502 2.49383  O123 1.263, N124 1.377, H127 1.101
123 O 0.09975 3.19344 3.07433  C122 1.263
124 N -1.53186 4.55798 2.24932  C122 1.377, C125 1.448, C126 1.442
125 C -2.83522 4.77411 1.65589  N124 1.448, H128 1.090, H129 1.090, H130 1.090
126 C -0.90343 5.70464 2.85629  N124 1.442, H131 1.090, H132 1.090, H133 1.090
127 H -1.66503 2.49689 2.12142  C122 1.101
128 H -3.42999 5.13232 2.49615  C125 1.090
129 H -3.43510 3.93318 1.30792  C125 1.090
130 H -2.69287 5.47285 0.83152  C125 1.090
131 H -0.85205 6.54831 2.16804  C126 1.090
132 H -1.50787 6.07508 3.68426  C126 1.090
133 H 0.09983 5.43524 3.18644  C126 1.090
134 C -1.80884 -3.64507 -1.40722  O135 1.257, N136 1.319, H139 1.101
135 O -1.04967 -4.59248 -1.08071  C134 1.257
136 N -3.10795 -3.57399 -1.18765  C134 1.319, C137 1.500, C138 1.515
137 C -3.96251 -2.45994 -1.71686  N136 1.500, H140 1.090, H141 1.090, H142 1.090
138 C -3.79544 -4.63616 -0.35516  N136 1.515, H143 1.090, H144 1.090, H145 1.090
139 H -1.45195 -2.70708 -1.86001  C134 1.101
140 H -4.79595 -2.23055 -1.05289  C137 1.090
141 H -4.36518 -2.70880 -2.69870  C137 1.090
142 H -3.29816 -1.62513 -1.94008  C137 1.090
143 H -4.00687 -4.26845 0.64893  C138 1.090
144 H -4.72788 -4.99494 -0.79096  C138 1.090
145 H -3.08170 -5.44420 -0.19465  C138 1.090
146 C 5.03507 0.68891 -0.18997  O147 1.218, N148 1.349, H151 1.101
147 O 4.88463 1.82398 -0.60588  C146 1.218
148 N 5.61531 -0.29054 -0.91298  C146 1.349, C149 1.483, C150 1.494
149 C 6.20531 -1.46884 -0.23214  N148 1.483, H152 1.090, H153 1.090, H154 1.090
150 C 5.85869 -0.13087 -2.37820  N148 1.494, H155 1.090, H156 1.090, H157 1.090
151 H 4.70773 0.29206 0.78346  C146 1.101
152 H 5.89838 -1.54687 0.81084  C149 1.090
153 H 7.29117 -1.52400 -0.30927  C149 1.090
154 H 5.84286 -2.39497 -0.67825  C149 1.090
155 H 5.11679 0.50089 -2.86662  C150 1.090
156 H 6.83837 0.30959 -2.56347  C150 1.090
157 H 5.83335 -1.07950 -2.91443  C150 1.090

The electronic energy comes out at -4030.42016 a.u. The calculation puts the HOMO energy at -9.8 eV. The net charge is 0. Its energy above the lowest of the compared OMol25 structures with the same formula, charge and spin is 0.3648 eV.